[1]
Computed, not measured: a cluster of 9 separate species, C36H45F27O18 in total, with ωB97M-V/def2-TZVPD.

Last columns: bonded neighbours and bond lengths (Å).
Atoms and positions in Å:
1 C 2.55 7.71 1.93  C2 1.526, H10 1.087, H11 1.087, H12 1.092
2 C 2.59 6.22 1.59  C1 1.526, O3 1.446, H13 1.091, H14 1.089
3 O 3.88 5.72 2.00  C2 1.446, C4 1.338
4 C 3.89 4.41 2.26  O3 1.338, O5 1.187, C6 1.535
5 O 2.94 3.69 2.26  C4 1.187
6 C 5.29 3.98 2.71  C4 1.535, F7 1.319, F8 1.325, F9 1.331
7 F 5.90 4.90 3.43  C6 1.319
8 F 5.23 2.87 3.43  C6 1.325
9 F 6.06 3.72 1.66  C6 1.331
10 H 3.23 7.96 2.74  C1 1.087
11 H 1.53 8.06 2.10  C1 1.087
12 H 2.91 8.22 1.04  C1 1.092
13 H 2.56 6.02 0.52  C2 1.091
14 H 1.74 5.70 2.05  C2 1.089
15 C -3.93 -3.02 -2.88  C16 1.525, H24 1.092, H25 1.091, H26 1.091
16 C -5.04 -1.99 -3.07  C15 1.525, O17 1.424, H27 1.085, H28 1.092
17 O -6.37 -2.47 -2.93  C16 1.424, C18 1.322
18 C -7.36 -1.61 -3.06  O17 1.322, O19 1.198, C20 1.528
19 O -7.23 -0.44 -3.28  C18 1.198
20 C -8.71 -2.33 -3.10  C18 1.528, F21 1.326, F22 1.345, F23 1.321
21 F -8.78 -3.06 -4.21  C20 1.326
22 F -8.83 -3.09 -2.00  C20 1.345
23 F -9.71 -1.47 -3.09  C20 1.321
24 H -3.85 -3.32 -1.83  C15 1.092
25 H -2.95 -2.58 -3.09  C15 1.091
26 H -3.98 -3.90 -3.51  C15 1.091
27 H -4.92 -1.51 -4.04  C16 1.085
28 H -4.81 -1.29 -2.26  C16 1.092
29 C -1.75 4.04 2.47  C30 1.535, H38 1.090, H39 1.090, H40 1.093
30 C -1.79 3.79 0.96  C29 1.535, O31 1.435, H41 1.089, H42 1.084
31 O -1.26 5.00 0.39  C30 1.435, C32 1.308
32 C -1.05 5.03 -0.90  O31 1.308, O33 1.198, C34 1.535
33 O -1.32 4.16 -1.67  C32 1.198
34 C -0.41 6.35 -1.34  C32 1.535, F35 1.321, F36 1.336, F37 1.339
35 F -0.07 7.11 -0.32  C34 1.321
36 F 0.70 6.09 -2.05  C34 1.336
37 F -1.22 7.00 -2.18  C34 1.339
38 H -2.32 4.92 2.79  C29 1.090
39 H -0.73 4.10 2.85  C29 1.090
40 H -2.23 3.24 3.04  C29 1.093
41 H -2.85 3.64 0.76  C30 1.089
42 H -1.20 2.92 0.71  C30 1.084
43 C -5.16 3.64 -1.84  C44 1.505, H52 1.090, H53 1.090, H54 1.091
44 C -4.37 2.58 -2.57  C43 1.505, O45 1.439, H55 1.088, H56 1.093
45 O -5.09 2.26 -3.77  C44 1.439, C46 1.315
46 C -4.53 1.38 -4.57  O45 1.315, O47 1.193, C48 1.527
47 O -3.44 0.92 -4.39  C46 1.193
48 C -5.38 1.07 -5.80  C46 1.527, F49 1.341, F50 1.315, F51 1.332
49 F -5.51 -0.26 -5.89  C48 1.341
50 F -6.59 1.58 -5.75  C48 1.315
51 F -4.75 1.46 -6.90  C48 1.332
52 H -6.01 3.22 -1.30  C43 1.090
53 H -5.61 4.35 -2.53  C43 1.090
54 H -4.43 4.17 -1.23  C43 1.091
55 H -4.14 1.70 -1.96  C44 1.088
56 H -3.40 2.97 -2.89  C44 1.093
57 C 1.24 -1.59 -8.87  C58 1.522, H66 1.089, H67 1.088, H68 1.092
58 C 2.24 -0.78 -8.06  C57 1.522, O59 1.431, H69 1.091, H70 1.088
59 O 1.87 -0.81 -6.68  C58 1.431, C60 1.323
60 C 2.28 0.18 -5.90  O59 1.323, O61 1.194, C62 1.551
61 O 3.19 0.89 -6.19  C60 1.194
62 C 1.49 0.27 -4.57  C60 1.551, F63 1.333, F64 1.316, F65 1.338
63 F 0.63 1.28 -4.68  C62 1.333
64 F 0.85 -0.85 -4.30  C62 1.316
65 F 2.30 0.59 -3.56  C62 1.338
66 H 0.32 -1.04 -9.07  C57 1.089
67 H 1.01 -2.55 -8.43  C57 1.088
68 H 1.67 -1.73 -9.87  C57 1.092
69 H 2.20 0.23 -8.47  C58 1.091
70 H 3.27 -1.13 -8.14  C58 1.088
71 C -2.29 -3.91 3.33  C72 1.516, H80 1.089, H81 1.092, H82 1.092
72 C -2.45 -3.59 1.86  C71 1.516, O73 1.415, H83 1.091, H84 1.092
73 O -2.19 -4.63 0.93  C72 1.415, C74 1.318
74 C -3.19 -5.38 0.53  O73 1.318, O75 1.195, C76 1.542
75 O -4.32 -5.34 0.92  C74 1.195
76 C -2.76 -6.50 -0.45  C74 1.542, F77 1.324, F78 1.331, F79 1.335
77 F -3.57 -6.49 -1.49  C76 1.324
78 F -1.49 -6.37 -0.85  C76 1.331
79 F -2.85 -7.70 0.13  C76 1.335
80 H -3.03 -4.57 3.78  C71 1.089
81 H -2.34 -2.93 3.82  C71 1.092
82 H -1.31 -4.30 3.59  C71 1.092
83 H -1.72 -2.79 1.69  C72 1.091
84 H -3.39 -3.06 1.73  C72 1.092
85 C 2.25 -0.89 1.48  C86 1.505, H94 1.092, H95 1.090, H96 1.090
86 C 1.43 0.37 1.59  C85 1.505, O87 1.425, H97 1.089, H98 1.094
87 O 0.65 0.57 0.41  C86 1.425, C88 1.319
88 C -0.62 0.25 0.35  O87 1.319, O89 1.195, C90 1.534
89 O -1.25 -0.21 1.26  C88 1.195
90 C -1.25 0.35 -1.05  C88 1.534, F91 1.312, F92 1.326, F93 1.336
91 F -1.96 -0.71 -1.37  C90 1.312
92 F -1.97 1.46 -1.11  C90 1.326
93 F -0.30 0.49 -1.98  C90 1.336
94 H 2.71 -0.95 0.50  C85 1.092
95 H 1.61 -1.76 1.63  C85 1.090
96 H 3.07 -0.91 2.20  C85 1.090
97 H 2.00 1.28 1.76  C86 1.089
98 H 0.82 0.29 2.50  C86 1.094
99 C 5.97 -2.59 0.56  C100 1.548, H108 1.092, H109 1.087, H110 1.087
100 C 7.26 -1.73 0.56  C99 1.548, O101 1.438, H111 1.088, H112 1.086
101 O 8.17 -2.24 1.54  C100 1.438, C102 1.309
102 C 8.90 -3.27 1.20  O101 1.309, O103 1.191, C104 1.540
103 O 8.78 -3.94 0.22  C102 1.191
104 C 9.87 -3.64 2.34  C102 1.540, F105 1.327, F106 1.345, F107 1.323
105 F 11.01 -2.97 2.31  C104 1.327
106 F 9.29 -3.36 3.52  C104 1.345
107 F 10.14 -4.94 2.35  C104 1.323
108 H 5.44 -2.32 -0.35  C99 1.092
109 H 5.40 -2.33 1.45  C99 1.087
110 H 6.14 -3.67 0.50  C99 1.087
111 H 6.95 -0.78 0.99  C100 1.088
112 H 7.76 -1.61 -0.40  C100 1.086
113 C 0.98 -1.97 10.01  C114 1.538, H122 1.089, H123 1.088, H124 1.091
114 C 0.79 -3.07 8.96  C113 1.538, O115 1.422, H125 1.090, H126 1.091
115 O 0.58 -2.59 7.63  C114 1.422, C116 1.333
116 C 1.66 -2.11 7.01  O115 1.333, O117 1.187, C118 1.553
117 O 2.76 -2.01 7.45  C116 1.187
118 C 1.30 -1.81 5.54  C116 1.553, F119 1.334, F120 1.332, F121 1.329
119 F 0.14 -2.35 5.18  C118 1.334
120 F 1.23 -0.48 5.39  C118 1.332
121 F 2.18 -2.30 4.68  C118 1.329
122 H 1.33 -2.41 10.94  C113 1.089
123 H 0.04 -1.42 10.13  C113 1.088
124 H 1.75 -1.25 9.74  C113 1.091
125 H -0.14 -3.58 9.22  C114 1.090
126 H 1.60 -3.80 8.96  C114 1.091

calculated total energy	-5449.59221	a.u.
SMILES string	CCOC(=O)C(F)(F)F.CCOC(=O)C(F)(F)F.CCOC(=O)C(F)(F)F.CCOC(=O)C(F)(F)F.CCOC(=O)C(F)(F)F.CCOC(=O)C(F)(F)F.CCOC(=O)C(F)(F)F.CCOC(=O)C(F)(F)F.CCOC(=O)C(F)(F)F
relative energy (zero: lowest compared OMol25 entry of this formula, charge and spin)	175.3	kJ/mol
maximum force	2.31	eV/Å
E_HOMO	-11.16	eV

These are the Mulliken partial charges, in e, on atoms 1 to 5: -1.2166, 0.1907, -0.2950, 0.4060, -0.5204

=====

[2]
Computed, not measured: an isolated molecule of C9H17N3, with ωB97M-V/def2-TZVPD.

Last columns: bonded neighbours and bond lengths (Å).
Atoms and positions in Å:
1 C 1.40 1.90 2.42  N10 1.275, N12 1.327, H13 1.042
2 C 0.35 1.03 0.81  C8 1.676, N11 1.354, N12 1.358
3 C -0.31 1.53 -1.64  C8 1.560, H14 1.067, H15 1.059, H16 1.124
4 C -0.36 -1.89 0.46  C9 1.597, H17 1.091, H18 1.079, H19 1.121
5 C -0.97 -1.55 -2.08  C9 1.637, H20 1.126, H21 1.141, H22 1.060
6 C -2.23 -0.45 -0.24  C9 1.458, H23 1.166, H24 1.105, H25 1.178
7 C 2.65 0.05 1.33  N12 1.455, H26 1.117, H27 1.107, H28 1.077
8 C 0.14 0.37 -0.72  C2 1.676, C3 1.560, C9 1.571, H29 1.118
9 C -0.87 -0.83 -0.62  C4 1.597, C5 1.637, C6 1.458, C8 1.571
10 N 0.24 2.42 2.45  C1 1.275, N11 1.295
11 N -0.41 1.96 1.43  C2 1.354, N10 1.295
12 N 1.54 0.98 1.47  C1 1.327, C2 1.358, C7 1.455
13 H 2.04 2.12 3.21  C1 1.042
14 H 0.47 2.20 -1.93  C3 1.067
15 H -1.09 1.99 -1.10  C3 1.059
16 H -0.66 1.24 -2.67  C3 1.124
17 H -0.21 -1.48 1.46  C4 1.091
18 H 0.64 -2.24 0.27  C4 1.079
19 H -1.09 -2.74 0.50  C4 1.121
20 H -1.11 -0.76 -2.87  C5 1.126
21 H -1.81 -2.31 -2.18  C5 1.141
22 H 0.01 -1.91 -2.27  C5 1.060
23 H -2.44 -0.11 0.85  C6 1.166
24 H -2.90 -1.33 -0.27  C6 1.105
25 H -2.68 0.38 -0.94  C6 1.178
26 H 3.20 0.40 0.42  C7 1.117
27 H 3.24 -0.01 2.26  C7 1.107
28 H 2.10 -0.87 1.20  C7 1.077
29 H 1.12 -0.09 -1.00  C8 1.118

spin multiplicity	3
calculated total energy	-517.14975	a.u.
maximum force	8.51	eV/Å
E_HOMO (spin up / spin down)	-4.40 / -9.53	eV
<S²>	2.021

These are the Mulliken partial charges, in e, on atoms 1 to 5: -0.0632, -0.1965, -1.7078, -1.7606, -1.4613

=====

[3]
Computed, not measured: a cluster of 6 separate species, C6H24N2O5 in total, with ωB97M-V/def2-TZVPD.

Last columns: bonded neighbours and bond lengths (Å).
Atoms and positions in Å:
1 C -0.41 -0.68 2.04  C2 1.506, H9 1.089, H10 1.092, H11 1.115
2 C 0.10 0.54 1.31  C1 1.506, C3 1.342, C5 1.502
3 C 0.39 1.69 1.93  C2 1.342, N4 1.383, H12 1.083
4 N 1.01 2.81 1.38  C3 1.383, H13 1.004, H14 1.006
5 C 0.14 0.47 -0.19  C2 1.502, C6 1.551, H15 1.084, H16 1.097
6 C -1.05 1.18 -0.89  C5 1.551, C7 1.539, H17 1.097, H18 1.088
7 C -2.46 0.81 -0.40  C6 1.539, N8 1.509, H19 1.098, H20 1.091
8 N -2.86 -0.53 -0.95  C7 1.509, H21 1.011, H22 1.011
9 H 0.34 -1.19 2.64  C1 1.089
10 H -0.89 -1.41 1.38  C1 1.092
11 H -1.22 -0.43 2.77  C1 1.115
12 H 0.18 1.81 2.98  C3 1.083
13 H 0.88 3.72 1.78  N4 1.004
14 H 1.23 2.82 0.40  N4 1.006
15 H 1.08 0.85 -0.59  C5 1.084
16 H 0.09 -0.61 -0.40  C5 1.097
17 H -0.86 2.26 -0.82  C6 1.097
18 H -0.99 0.87 -1.93  C6 1.088
19 H -2.47 0.86 0.70  C7 1.098
20 H -3.13 1.58 -0.79  C7 1.091
21 H -1.97 -1.00 -0.94  N8 1.011
22 H -3.24 -0.29 -1.86  N8 1.011
23 O 3.22 -0.18 0.89  H24 0.968, H25 0.983
24 H 3.58 -0.23 1.79  O23 0.968
25 H 2.39 0.30 1.10  O23 0.983
26 O 2.59 1.34 -2.16  H27 0.958, H28 0.962
27 H 1.90 1.36 -2.82  O26 0.958
28 H 3.47 1.42 -2.54  O26 0.962
29 O 2.53 -2.15 -1.22  H30 0.995, H31 0.955
30 H 2.51 -1.49 -0.48  O29 0.995
31 H 2.79 -1.59 -1.95  O29 0.955
32 O 0.14 -2.63 -2.34  H33 0.944, H34 0.987
33 H 0.43 -3.50 -2.59  O32 0.944
34 H 0.82 -2.34 -1.68  O32 0.987
35 O -3.39 -2.49 1.64  H36 0.965, H37 0.948
36 H -3.18 -2.22 0.74  O35 0.965
37 H -3.69 -1.70 2.06  O35 0.948

calculated total energy	-728.68761	a.u.
SMILES string	C/C(=C/N)CCCN.O.O.O.O.O
relative energy (zero: lowest compared OMol25 entry of this formula, charge and spin)	77.3	kJ/mol
maximum force	2.53	eV/Å
E_HOMO	-7.96	eV

These are the Mulliken partial charges, in e, on atoms 1 to 5: -1.3900, 0.2493, -0.3804, -0.3732, 0.4746